DFT (wB97M-V/def2-TZVPD) results for a cluster of 2 separate species, C9H13NO2 in total at a distorted geometry.

```
25
Properties=species:S:1:pos:R:3:forces:R:3
C 2.97090 -1.61373 -1.95795 -0.13 -1.53 0.58
C 1.78475 -1.64871 -0.99151 1.53 1.86 -0.53
C 1.52943 -0.46644 -0.29233 -1.14 -0.57 0.39
C 0.41864 -0.46556 0.52859 -0.48 0.45 1.09
C -0.38525 -1.59859 0.69835 0.01 0.39 0.08
O -1.47026 -1.54555 1.51071 -1.20 -0.92 -0.23
C -0.16023 -2.76738 -0.00392 1.57 0.80 -0.74
C 0.98674 -2.75606 -0.83297 -0.88 -0.56 0.51
H 3.67747 -0.79428 -1.93680 -0.50 0.73 0.40
H 2.58333 -1.69301 -2.97648 0.41 -0.39 0.00
H 3.61061 -2.45019 -1.62888 -0.19 -0.17 -0.91
H 2.13980 0.42557 -0.37862 0.04 -0.19 -0.15
H 0.09952 0.39599 1.14473 0.44 -0.27 -0.53
H -1.41962 -1.05041 2.32110 0.59 0.56 0.13
H -0.79455 -3.63417 0.04916 -0.11 -0.07 0.26
H 1.26482 -3.68442 -1.30615 0.01 -0.07 -0.37
C -2.04214 2.62132 -0.36142 -0.66 0.56 -2.42
C -2.33476 2.77743 1.09961 0.12 -1.35 1.01
N -1.22883 2.98759 1.89005 1.44 1.03 -0.31
O -3.40208 2.48307 1.59481 -0.14 0.42 -0.34
H -2.67790 1.84260 -0.81444 0.49 -0.31 0.76
H -1.01247 2.52177 -0.74177 -0.23 -0.24 0.84
H -2.43493 3.43255 -1.00177 0.09 0.42 0.80
H -1.22450 3.13647 2.88649 -1.04 -0.23 0.05
H -0.47845 3.54416 1.50141 -0.04 -0.35 -0.38
```
Forces are in eV/Å.

Results
Net charge: 0
HOMO level: -8.408 eV
Molecular weight: 167.208 g mol⁻¹
Total energy: -15128.73284 eV
Orbital gap: 9.06 eV
SMILES string: Cc1ccc(O)cc1.CC(N)=O
Multiplicity: 1